Record 1
{"formula": "C6H9N", "method": "ωB97M-V with the def2-TZVPD basis set", "elements": ["C", "C", "C", "C", "C", "N", "C", "H", "H", "H", "H", "H", "H", "H", "H", "H"], "xyz": [[1.37857, -0.50409, 1.05431], [0.25540, -0.04523, 0.14883], [0.59990, 0.85560, -1.00838], [-0.16192, 1.39648, 0.17216], [-2.25256, -0.90196, 0.52993], [-2.00741, -0.78498, -0.73498], [-0.80728, -1.09423, -0.04848], [1.00578, -0.74963, 2.05505], [2.14257, 0.27398, 1.15705], [1.86438, -1.39778, 0.64267], [1.63745, 1.15617, -1.12902], [0.06740, 0.72450, -1.94859], [0.34927, 2.06667, 0.85823], [-1.21631, 1.62711, 0.03852], [-2.42340, -0.50995, -1.61643], [-0.43184, -2.11266, -0.17086]], "lumo_ev": 0.98, "de_lowest_kj_mol": 395.7, "e_homo_ha": -0.3262, "e_tot_ha": -288.63133, "orbital_gap_ev": 9.85}


Record 2
{"formula": "C5H11N3", "method": "ωB97M-V with the def2-TZVPD basis set", "elements": ["C", "C", "N", "C", "C", "N", "C", "N", "H", "H", "H", "H", "H", "H", "H", "H", "H", "H", "H"], "xyz": [[0.49120, 1.35689, -1.00299], [-2.15440, -0.16925, -0.51365], [0.28962, 0.30275, -0.03644], [1.14547, -0.73581, 0.10837], [-1.07276, 0.07802, 0.49275], [2.47867, -0.44050, -0.41607], [-1.25797, 0.06829, 1.80193], [0.83381, -1.83199, 0.65567], [2.76372, 0.52094, -0.52510], [3.20997, -0.97937, 0.02697], [1.61279, -2.47578, 0.74859], [-0.45036, 1.87857, -1.15637], [1.21656, 2.08778, -0.62708], [0.84766, 0.96918, -1.96081], [-3.09952, -0.35844, -0.01141], [-2.29197, 0.67896, -1.18395], [-1.89268, -1.03680, -1.11799], [-2.23557, -0.07421, 2.22992], [-0.43424, 0.16074, 2.48765]], "lumo_ev": 0.89, "de_lowest_kj_mol": 94.0, "e_homo_ha": -0.3060, "smiles": "[H]/N=C(\\N)N(C)C(=C)C", "e_tot_ha": -361.35361, "orbital_gap_ev": 9.22}


Record 3
{"formula": "C30H43N2O7P2RuSi", "method": "ωB97M-V with the def2-TZVPD basis set", "elements": ["Ru", "C", "C", "O", "P", "O", "O", "O", "P", "O", "O", "O", "H", "H", "H", "H", "H", "H", "H", "C", "Si", "C", "N", "C", "C", "C", "C", "C", "C", "C", "C", "C", "C", "C", "C", "C", "C", "C", "C", "C", "H", "H", "H", "H", "H", "H", "H", "H", "H", "H", "H", "H", "H", "H", "H", "H", "H", "H", "H", "H", "H", "H", "H", "H", "C", "N", "C", "C", "C", "C", "C", "C", "C", "C", "H", "H", "H", "H", "H", "H", "H", "H", "H", "H", "H", "H"], "xyz": [[-0.20987, -0.09166, -0.47036], [-1.38688, 4.51027, 0.83577], [-1.10766, 3.82589, -0.49860], [-1.39927, 4.73027, -1.57580], [0.72404, 3.52861, -0.74468], [0.64597, 2.03603, -1.51957], [0.44916, 2.28573, 1.58129], [1.28274, 3.13930, 0.74470], [-2.21256, 2.37409, -0.74321], [-1.89852, 1.96450, -2.29998], [-3.60660, 2.84683, -0.64049], [-1.72204, 1.17908, 0.07396], [-0.72633, 5.36878, 0.96692], [-1.25706, 3.83208, 1.67319], [-2.42092, 4.85971, 0.83407], [-2.34629, 4.92108, -1.52074], [-0.08358, 2.04929, -2.17304], [1.13700, 1.95526, 2.17769], [-2.67260, 2.12626, -2.84930], [1.63762, -0.28632, 0.28365], [2.84215, -1.45671, -0.52878], [2.14674, -3.13605, -0.11316], [0.77982, -3.17749, -0.66470], [-0.13734, -3.85093, 0.26078], [0.20296, -5.32782, 0.50070], [0.70025, -5.98627, -0.79406], [0.17603, -5.22071, -2.00192], [0.73192, -3.79346, -2.00977], [2.94085, -1.29459, -2.39069], [3.81721, -2.12980, -3.09414], [3.85377, -2.13755, -4.47883], [3.01205, -1.29979, -5.19984], [2.15136, -0.44760, -4.52640], [2.12407, -0.44580, -3.13588], [4.56736, -1.30293, 0.18220], [4.80964, -1.73649, 1.49009], [6.07007, -1.64231, 2.06049], [7.11958, -1.10644, 1.32744], [6.90124, -0.66259, 0.03251], [5.63616, -0.75898, -0.53177], [1.98304, 0.74911, 0.21652], [1.50939, -0.55872, 1.34218], [2.09294, -3.23561, 0.97419], [2.76806, -3.96721, -0.46540], [-1.13664, -3.76967, -0.16406], [-0.14410, -3.29105, 1.19870], [-0.70107, -5.82822, 0.85627], [0.94771, -5.43495, 1.29144], [0.40324, -7.03516, -0.83344], [1.79331, -5.97449, -0.82159], [-0.91713, -5.19850, -1.98962], [0.46747, -5.71468, -2.93111], [0.13680, -3.16675, -2.67552], [1.74701, -3.80128, -2.40662], [4.47654, -2.79871, -2.54997], [4.53793, -2.79598, -4.99836], [3.03633, -1.30628, -6.28170], [1.50584, 0.22225, -5.07997], [1.47601, 0.26245, -2.63039], [4.00254, -2.15830, 2.07900], [6.23416, -1.98453, 3.07395], [8.10593, -1.03388, 1.76674], [7.71674, -0.24047, -0.54038], [5.48127, -0.40078, -1.54243], [-4.75614, -0.13352, 1.37292], [-4.10538, -1.36605, 1.74872], [-5.01041, -2.46264, 1.98669], [-2.83525, -1.63286, 1.12201], [-2.78710, -1.71583, -0.39645], [-3.83929, -2.28443, -1.11145], [-3.81733, -2.37709, -2.49762], [-2.72237, -1.91378, -3.20872], [-1.65418, -1.36049, -2.50925], [-1.68203, -1.25780, -1.12154], [-5.51949, 0.11098, 2.11383], [-5.24484, -0.17699, 0.38806], [-4.03344, 0.67867, 1.34045], [-5.58147, -2.28486, 2.90251], [-4.45017, -3.38956, 2.11645], [-5.74596, -2.62370, 1.18413], [-2.46581, -2.57636, 1.53819], [-2.12630, -0.85586, 1.42390], [-4.69991, -2.65508, -0.57342], [-4.66073, -2.81134, -3.01888], [-2.69780, -1.97377, -4.28928], [-0.79056, -0.99757, -3.06540]], "lumo_ev": [-0.86, -0.54], "e_homo_ha": [-0.2893, -0.2890], "e_tot_ha": -2872.18781, "orbital_gap_ev": [7.01, 7.33], "spin_multiplicity": 2}


Record 4
{"formula": "C2H7NO4", "method": "ωB97M-V with the def2-TZVPD basis set", "elements": ["C", "C", "O", "H", "H", "H", "H", "N", "O", "O", "O", "H", "H", "H"], "xyz": [[-0.80900, -0.78266, 1.63199], [-0.25626, 0.24721, 0.69282], [0.99361, 0.55984, 0.82017], [-0.94459, 1.07193, 0.45711], [-0.18166, -1.67022, 1.61475], [-1.82327, -1.05101, 1.34319], [-0.81486, -0.36342, 2.64047], [1.26985, 1.67685, -1.40265], [-0.55053, -0.42891, -0.95010], [0.98295, 0.64367, -2.00525], [-0.04244, -1.74790, -0.97722], [0.02299, -1.93143, -1.92547], [1.32898, 1.25268, -0.13445], [0.82424, 2.52338, -1.80535]], "lumo_ev": [-1.28, -1.27], "de_lowest_kj_mol": 806.8, "e_homo_ha": [-0.3221, -0.3223], "e_tot_ha": -435.84615, "orbital_gap_ev": [7.49, 7.50]}


Record 5
{"formula": "C3H6LaMgO4S", "method": "ωB97M-V with the def2-TZVPD basis set", "elements": ["La", "S", "O", "O", "O", "C", "C", "O", "C", "Mg", "H", "H", "H", "H", "H", "H"], "xyz": [[0.68335, 1.94688, 0.78404], [3.01990, 0.63650, -0.64342], [3.12999, -0.81735, 0.14670], [2.51643, 1.74579, 0.42040], [-0.57143, 1.60348, -0.87569], [-1.34009, 0.52375, -1.25134], [-1.51226, -0.62972, -0.26755], [-0.28944, -1.07217, 0.32892], [0.09549, -0.28768, 1.56124], [1.44038, -1.40955, -0.52646], [-0.87018, 0.10023, -2.16855], [-2.37452, 0.84895, -1.49555], [-1.92433, -1.50300, -0.79446], [-2.20054, -0.35680, 0.54655], [0.93435, -0.88254, 1.96978], [-0.73714, -0.44677, 2.26539]], "lumo_ev": -5.09, "de_lowest_kj_mol": 26.6, "e_homo_ha": -0.4319, "total_charge": 1, "e_tot_ha": -1048.45294, "orbital_gap_ev": 6.66}


Record 6
{"formula": "C2H4N4S2", "method": "ωB97M-V with the def2-TZVPD basis set", "elements": ["C", "C", "N", "N", "N", "N", "S", "S", "H", "H", "H", "H"], "xyz": [[-0.40885, 0.84764, -0.08600], [0.50676, -1.42107, 0.17427], [0.12254, 2.04557, -0.28555], [1.45060, 1.93921, -0.23691], [1.75536, 0.72844, -0.09075], [0.65744, 0.00393, -0.02607], [-2.05171, 0.16183, -0.04807], [-2.91340, -1.79149, 0.33068], [0.97995, -1.77198, 1.01226], [-0.51939, -1.61637, 0.20341], [0.87153, -2.02659, -0.72726], [-0.45085, 2.90089, -0.22002]], "lumo_ev": -0.36, "de_lowest_kj_mol": 307.9, "e_homo_ha": -0.2803, "e_tot_ha": -1093.88543, "orbital_gap_ev": 7.26}